{"formula": "C2H4N2S3", "method": "ωB97M-V/def2-TZVPD", "multiplicity": 3, "s2": 2.038, "homo_energy_ha": [-0.2704, -0.3418], "e_above_lowest_ev": 2.1747, "homo_lumo_gap_ev": [7.094, 6.603], "elements": ["C", "C", "N", "N", "S", "S", "S", "H", "H", "H", "H"], "positions_angstrom": [[1.327118, -0.508036, 0.140307], [-1.460245, 0.218649, -0.043840], [0.562474, -0.477376, -1.007089], [-0.586232, -0.143587, -0.935758], [2.989882, 0.318164, 0.007794], [-1.368796, 1.753635, 0.545731], [-2.761230, -0.953390, 0.178326], [1.002341, 0.048754, 1.048112], [1.601072, -1.513694, 0.332694], [2.286673, 1.185800, -0.504837], [-3.593056, 0.071085, 0.238559]], "forces_ev_per_a": [[3.055, 0.651, 2.224], [-1.504, 1.054, 0.036], [1.411, 0.079, -1.295], [-1.157, -1.571, -1.016], [1.488, -2.653, 0.861], [0.022, 0.279, 0.925], [0.038, 0.417, -0.139], [-1.043, -0.687, -0.813], [-0.091, -1.117, 0.589], [-1.331, 3.560, -1.699], [-0.887, -0.012, 0.327]]}

---

{"formula": "C22H25N3O5S", "method": "ωB97M-V/def2-TZVPD", "homo_energy_ha": -0.3108, "e_above_lowest_ev": 21.3186, "homo_lumo_gap_ev": 7.781, "elements": ["C", "H", "H", "C", "H", "H", "C", "N", "C", "O", "C", "C", "N", "C", "C", "C", "C", "C", "C", "C", "O", "H", "S", "O", "O", "N", "C", "C", "C", "C", "C", "C", "H", "H", "O", "C", "C", "H", "H", "H", "H", "H", "H", "H", "C", "H", "H", "H", "H", "H", "H", "H", "H", "H", "H", "H"], "positions_angstrom": [[6.602755, 0.102883, -2.347658], [7.394340, -0.309932, -1.697518], [7.046051, -0.113879, -3.446799], [5.193185, -0.429634, -2.196078], [4.482835, -0.173963, -3.077226], [5.057005, -1.573638, -2.187119], [4.558977, -0.104677, -0.615957], [3.282672, -0.412337, -0.655605], [2.951275, -1.328913, 0.299267], [3.857154, -1.895880, 1.148550], [1.496875, -1.542836, 0.475846], [1.127061, -2.565150, 1.304028], [0.001941, -3.295661, 1.495131], [-1.050490, -2.568055, 0.898052], [-2.387827, -3.107535, 0.991363], [-3.501859, -2.580670, 0.546355], [-3.147941, -1.774280, -0.522854], [-1.941455, -1.283816, -0.813361], [-0.718653, -1.615082, -0.224268], [0.499143, -1.146757, -0.293344], [0.677477, -0.345872, -1.366735], [-1.844514, -0.427574, -1.533332], [-4.567460, -0.567771, -1.186352], [-4.232325, 0.023393, -2.283790], [-5.748475, -1.315500, -1.514636], [-4.667173, 0.463546, 0.012529], [-3.469674, 0.721773, 0.463112], [-2.610272, 1.843861, -0.359401], [-1.424306, 1.909275, 0.171179], [-0.816501, 1.384784, 1.323235], [-1.703682, 0.810515, 2.029098], [-3.042178, 0.419258, 1.564654], [-3.636613, -0.100070, 2.336518], [-1.351575, 0.199332, 2.993465], [0.393462, 1.455700, 1.698776], [1.443307, 2.378978, 0.938309], [1.390522, 3.699589, 0.887596], [2.156651, 4.161814, 0.736060], [1.488354, 4.002662, 2.120497], [0.293377, 4.225147, 0.826425], [2.434621, 1.710336, 1.432157], [1.153810, 1.956718, 0.089977], [-0.815967, 2.481252, -0.569114], [-3.052195, 1.902017, -1.253463], [-5.856065, 1.495663, -0.382460], [-5.276873, 2.033742, -1.133212], [-6.557460, 0.782483, -0.583637], [-5.841915, 1.875621, 0.617583], [-4.426181, -2.731212, 0.521021], [-2.679286, -3.759721, 1.942348], [-0.177095, -3.736712, 2.292779], [2.040537, -3.009008, 1.988696], [2.742298, -0.058165, -1.242969], [4.747045, 1.031306, -0.595981], [5.401348, -0.482178, 0.107971], [6.631940, 1.284835, -2.169698]], "forces_ev_per_a": [[1.431, 1.634, -2.227], [-0.760, -0.052, 0.091], [-1.150, 0.707, 2.339], [-1.737, -1.792, 1.491], [1.051, 0.370, 1.717], [0.931, 1.404, -0.175], [9.160, 4.144, -4.231], [2.864, -7.110, 9.673], [2.556, -1.021, 3.500], [-4.595, 2.707, -4.355], [2.195, -3.509, 3.165], [5.210, -3.427, 4.268], [-0.131, 6.306, -5.156], [-1.255, -1.570, -3.350], [1.796, -2.539, 6.908], [6.451, 2.805, -4.607], [-3.428, 3.593, -1.092], [2.496, 2.712, -2.782], [-8.508, -5.861, 5.852], [2.780, 7.512, -9.579], [0.137, -1.710, 3.267], [-0.315, -1.094, 0.447], [-3.088, -10.505, 8.876], [6.522, 8.487, -13.284], [-1.464, -1.205, 2.527], [-6.482, -2.210, -1.195], [1.923, 8.927, -7.109], [-3.183, -6.376, 5.836], [4.108, 3.878, -4.285], [-1.278, 2.109, -2.877], [-3.817, -6.234, 5.917], [4.370, -1.832, 10.129], [0.212, -0.052, -0.726], [-0.776, 1.731, -1.852], [4.531, 2.211, 1.391], [1.943, -10.527, 3.405], [-11.319, 4.132, 8.930], [8.551, 5.414, -3.356], [-0.370, -0.550, -2.389], [2.885, -1.287, -1.032], [-2.558, 2.694, -1.787], [0.165, -1.916, -4.498], [0.499, -0.171, 0.942], [-0.625, 1.525, -3.633], [5.917, -0.558, 2.020], [-1.435, 0.661, -0.208], [-2.524, -0.945, -1.053], [-1.093, 1.280, 0.110], [-7.717, -2.168, 1.444], [1.625, 0.580, -1.852], [-0.473, -2.514, 3.990], [-2.152, 1.276, -1.939], [-6.629, 3.634, -6.184], [-0.595, -1.171, 0.267], [-2.737, -0.039, -1.147], [-0.117, -2.488, -0.544]]}

---

{"formula": "C23H18CrNO3", "method": "ωB97M-V/def2-TZVPD", "multiplicity": 4, "s2": 3.795, "homo_energy_ha": [-0.4079, -0.5197], "homo_lumo_gap_ev": [4.901, 3.594], "total_charge": 2, "elements": ["O", "C", "Cr", "C", "O", "C", "O", "C", "C", "C", "C", "C", "C", "C", "C", "C", "C", "C", "C", "C", "C", "C", "H", "H", "H", "H", "H", "H", "H", "H", "H", "H", "H", "C", "N", "C", "C", "C", "C", "H", "H", "H", "H", "H", "H", "H"], "positions_angstrom": [[-2.457339, -3.574919, -3.369970], [-2.547374, -2.477302, -2.988123], [-2.666228, -0.833209, -2.036727], [-1.468494, -1.716470, -0.893085], [-0.780745, -2.360525, -0.200969], [-3.989054, -1.728325, -0.998155], [-4.659527, -2.451598, -0.378315], [-3.727557, 0.399844, -3.471601], [-2.403547, 0.226011, -3.904236], [-1.340341, 0.486910, -3.033715], [-1.570480, 0.950539, -1.715567], [-0.489986, 0.951546, -0.710034], [0.401757, 0.957390, 0.113389], [1.552393, 1.055317, 1.025655], [2.741170, 0.274214, 0.466997], [3.935373, 0.271098, 1.199796], [5.072954, -0.364177, 0.695810], [5.022829, -1.010787, -0.549085], [3.819347, -1.055293, -1.263295], [2.676231, -0.434941, -0.738783], [-2.905935, 1.163428, -1.319348], [-3.970972, 0.904364, -2.187585], [-4.560815, 0.143844, -4.133382], [-2.206361, -0.156258, -4.908981], [-0.310191, 0.293609, -3.347917], [1.857298, 2.111159, 1.160221], [3.949603, 0.750998, 2.181228], [5.992664, -0.355079, 1.283423], [5.923988, -1.466281, -0.964608], [3.756597, -1.568169, -2.226803], [1.721210, -0.514020, -1.261768], [-3.091583, 1.502742, -0.296712], [-4.996942, 1.055530, -1.846732], [0.139062, 2.538912, 3.517488], [0.088306, 1.148345, 3.081272], [-0.811887, 0.258851, 3.496469], [-0.500440, -1.039529, 2.998146], [0.654175, -0.925550, 2.259872], [1.201104, 0.468471, 2.362648], [1.173902, 2.905960, 3.461660], [-0.498284, 3.199767, 2.907526], [-0.230011, 2.585639, 4.555584], [-1.630842, 0.539546, 4.153749], [-1.071643, -1.937384, 3.196389], [1.107949, -1.660240, 1.604889], [2.098666, 0.486025, 3.023285]], "forces_ev_per_a": [[-0.402, 4.014, 1.049], [0.686, -4.473, -1.236], [-1.290, -1.887, 0.419], [2.893, -2.663, 2.443], [-2.360, 2.292, -2.387], [-2.898, -3.506, 2.820], [2.281, 2.954, -2.276], [-0.248, 0.375, -1.063], [-0.172, 0.585, -0.740], [1.512, -0.005, -0.497], [0.480, 0.073, 1.217], [0.290, 0.651, -0.029], [-1.022, 0.572, -1.084], [0.378, -0.152, -1.504], [-1.117, 0.843, 0.313], [2.357, -0.608, 0.432], [-0.823, 1.021, 1.548], [0.771, -0.040, -0.067], [-2.369, 0.537, -0.206], [0.955, -1.415, -1.712], [0.450, 1.462, 0.919], [-0.428, 0.130, 0.134], [0.363, 0.093, 0.283], [-0.038, 0.083, 0.399], [-0.473, 0.116, 0.043], [-0.021, -0.232, -0.186], [0.231, -0.071, -0.416], [-0.262, -0.020, -0.261], [-0.264, 0.067, 0.157], [0.088, 0.147, 0.402], [0.408, 0.129, 0.120], [-0.011, -0.186, -0.370], [0.338, -0.140, -0.058], [-0.158, -0.102, 0.168], [1.666, 1.232, -1.062], [-1.011, -2.159, 0.286], [-0.113, 1.123, 0.353], [0.162, -0.228, -0.331], [-1.175, -0.676, 2.283], [-0.307, -0.088, 0.193], [0.220, -0.267, 0.074], [0.349, 0.156, -0.357], [0.249, -0.013, -0.197], [0.042, 0.174, -0.106], [0.003, -0.109, 0.297], [-0.212, 0.213, -0.206]]}